[1]
The following is a DFT calculation (ωB97M-V/def2-TZVPD) of 16 unconnected molecules or ions with the total composition C38H63B3FN15O5.

Each line ends with the Mulliken charge.
Positions of all 125 atoms, in Å:
C: 3.77 0.00 -0.38  -0.805
C: 3.11 -0.32 -1.86  -0.278
O: 2.42 -1.62 -1.88  -0.229
C: 1.02 -1.50 -1.39  -0.410
C: 0.36 -3.02 -1.35  0.486
O: -0.62 -3.11 -2.45  -0.402
C: -1.53 -4.25 -2.23  -0.462
B: -3.13 -3.79 -2.41  0.314
O: -4.00 -4.79 -3.12  -0.373
B: -5.08 -5.05 -2.11  0.578
O: -5.92 -3.91 -1.69  -0.449
B: -5.06 -2.72 -1.35  0.437
C: -5.74 -1.63 -0.31  -0.604
C: -6.19 -0.21 -1.00  0.376
C: -6.68 -0.31 -2.56  -1.015
F: -5.12 0.84 -0.91  -0.321
O: -3.71 -2.53 -1.91  -0.268
H: 3.87 -0.97 0.29  0.221
H: 4.87 0.43 -0.50  0.300
H: 3.14 0.83 0.17  0.149
H: 3.99 -0.30 -2.64  0.296
H: 2.37 0.56 -2.14  0.245
H: 0.94 -0.98 -0.34  0.050
H: 0.39 -0.90 -2.18  0.241
H: 1.26 -3.78 -1.44  0.003
H: -0.18 -3.21 -0.32  -0.165
H: -1.32 -5.02 -3.12  0.175
H: -1.31 -4.83 -1.24  0.320
H: -5.22 -6.17 -1.74  -0.089
H: -4.90 -1.36 0.49  0.199
H: -6.62 -2.11 0.33  0.242
H: -7.13 0.18 -0.38  0.249
H: -7.46 0.58 -2.72  0.345
H: -5.77 -0.06 -3.25  0.291
H: -7.26 -1.29 -2.84  0.181
C: -2.13 0.70 -0.07  -0.522
C: -0.70 1.00 0.11  0.259
N: 0.43 1.24 0.26  -0.404
H: -2.49 1.02 -1.05  0.323
H: -2.33 -0.38 0.01  0.204
H: -2.75 1.19 0.69  0.224
C: 0.61 2.06 3.42  -0.249
C: 0.98 1.12 4.49  0.199
N: 1.28 0.38 5.34  -0.394
H: 1.49 2.57 3.01  0.273
H: 0.13 1.54 2.58  -0.190
H: -0.08 2.82 3.77  0.288
C: -7.50 -1.92 -6.23  -0.670
C: -7.99 -0.57 -5.92  0.384
N: -8.38 0.50 -5.68  -0.406
H: -6.56 -1.89 -6.78  0.258
H: -7.33 -2.50 -5.32  0.165
H: -8.22 -2.48 -6.84  0.303
C: 1.01 -5.43 2.36  -0.840
C: 0.12 -4.26 2.24  0.438
N: -0.58 -3.34 2.15  -0.440
H: 0.51 -6.35 2.04  0.285
H: 1.91 -5.32 1.75  0.277
H: 1.34 -5.59 3.39  0.284
C: -3.30 4.46 0.53  -0.447
C: -2.93 3.52 1.61  0.416
N: -2.64 2.78 2.45  -0.534
H: -2.43 4.98 0.13  -0.075
H: -3.79 3.94 -0.30  0.291
H: -4.00 5.22 0.89  0.423
C: 0.71 5.60 0.00  -0.590
C: -0.18 6.77 -0.12  0.347
N: -0.88 7.70 -0.21  -0.488
H: 0.21 4.68 -0.32  0.170
H: 1.61 5.71 -0.62  0.289
H: 1.04 5.45 1.03  0.243
C: 4.25 -1.12 6.70  -0.675
C: 5.38 -2.07 6.73  0.323
N: 6.27 -2.81 6.76  -0.451
H: 4.58 -0.09 6.81  0.382
H: 3.70 -1.19 5.75  0.229
H: 3.53 -1.32 7.50  0.178
C: 0.68 -3.75 8.02  -0.846
C: 1.71 -3.96 6.98  0.412
N: 2.51 -4.12 6.16  -0.419
H: -0.03 -4.59 8.06  0.324
H: 1.13 -3.65 9.01  0.278
H: 0.10 -2.84 7.84  0.273
C: 7.19 -4.48 9.89  -0.584
C: 6.66 -5.55 10.75  0.351
N: 6.24 -6.40 11.42  -0.421
H: 7.04 -3.49 10.34  0.311
H: 8.26 -4.59 9.71  0.274
H: 6.70 -4.46 8.91  0.085
C: 2.40 9.35 -2.08  -0.687
C: 2.77 8.41 -1.01  0.412
N: 3.06 7.67 -0.16  -0.449
H: 3.27 9.87 -2.48  0.321
H: 1.91 8.83 -2.92  0.164
H: 1.70 10.12 -1.73  0.265
C: -2.71 8.03 -3.59  -0.746
C: -3.24 6.95 -2.73  0.454
N: -3.66 6.11 -2.06  -0.419
H: -2.86 9.02 -3.14  0.324
H: -1.64 7.91 -3.77  0.032
H: -3.20 8.04 -4.57  0.341
C: -1.29 4.57 -5.59  -0.963
C: -0.66 5.88 -5.36  0.556
N: -0.16 6.91 -5.18  -0.544
H: -0.57 3.83 -5.93  0.372
H: -1.75 4.18 -4.68  0.307
H: -2.08 4.63 -6.35  0.291
C: 0.89 5.06 -9.42  -0.783
C: 0.36 3.98 -8.56  0.437
N: -0.06 3.13 -7.88  -0.474
H: 0.74 6.04 -8.97  0.265
H: 1.96 4.94 -9.59  0.272
H: 0.40 5.07 -10.40  0.274
C: 6.38 -7.37 7.43  -0.463
C: 7.41 -7.58 6.39  0.299
N: 8.21 -7.74 5.57  -0.374
H: 5.67 -8.20 7.47  0.286
H: 6.83 -7.27 8.43  0.075
H: 5.80 -6.46 7.25  0.154
C: 3.59 -3.66 -4.29  -0.526
C: 3.06 -4.73 -3.43  0.475
N: 2.64 -5.58 -2.76  -0.480
H: 3.44 -2.67 -3.84  -0.018
H: 4.66 -3.77 -4.47  0.322
H: 3.10 -3.64 -5.27  0.279

Results
- relative energy (zero: lowest compared OMol25 entry of this formula, charge and spin) (kcal per mole) = 123.58
- LUMO level (eV) = 0.13
- E_tot (eV) = -77760.162

[2]
The following is a DFT calculation (ωB97M-V/def2-TZVPD) of a molecular structure, C38H63N3O3P2PdS.

Each line ends with the Mulliken charge.
Positions of all 111 atoms, in Å:
Pd: -0.44 0.37 -0.83  1.367
C: 5.68 -3.95 0.43  -1.719
C: 5.21 -2.53 0.58  0.562
C: 6.09 -1.46 0.44  -0.757
C: 5.65 -0.15 0.54  -0.867
C: 4.30 0.11 0.78  -0.241
C: 3.41 -0.94 0.91  1.129
C: 3.87 -2.25 0.82  -0.392
S: 3.73 1.80 0.87  1.340
O: 3.99 2.34 -0.47  -0.755
O: 4.55 2.41 1.90  -0.823
O: 2.32 1.65 1.19  -0.380
H: 5.96 -4.16 -0.61  0.294
H: 4.90 -4.65 0.71  0.353
H: 6.57 -4.15 1.04  0.420
H: 7.15 -1.66 0.25  0.360
H: 6.34 0.68 0.44  0.407
H: 2.36 -0.72 1.05  -0.241
H: 3.16 -3.07 0.92  0.227
C: -3.43 3.89 -2.36  -1.947
C: -2.81 2.74 -1.56  2.631
C: -2.45 3.30 -0.18  -2.302
C: -3.84 1.62 -1.39  -1.953
P: -1.18 1.90 -2.14  -0.124
C: -0.15 3.43 -2.42  0.670
C: 0.97 3.54 -1.59  -0.330
C: 1.85 4.61 -1.69  -0.618
C: 1.62 5.60 -2.63  -0.620
C: 0.51 5.51 -3.47  -0.786
C: -0.36 4.44 -3.36  -0.114
C: -1.46 1.26 -3.93  2.232
C: -0.09 1.28 -4.62  -1.888
C: -1.88 -0.21 -3.79  -1.799
C: -2.48 1.95 -4.84  -1.983
H: -4.32 4.24 -1.82  0.556
H: -3.75 3.60 -3.36  0.281
H: -2.75 4.73 -2.44  0.334
H: -3.36 3.64 0.33  0.563
H: -1.77 4.15 -0.27  0.406
H: -1.95 2.54 0.43  0.359
H: -4.69 1.99 -0.80  0.521
H: -3.39 0.77 -0.88  0.116
H: -4.22 1.28 -2.35  0.288
H: 1.15 2.76 -0.85  -0.132
H: 2.72 4.63 -1.05  0.488
H: 2.31 6.43 -2.73  0.354
H: 0.33 6.28 -4.21  0.417
H: -1.21 4.39 -4.03  0.068
H: 0.67 0.83 -3.98  0.245
H: 0.23 2.29 -4.87  0.272
H: -0.15 0.69 -5.55  0.532
H: -1.13 -0.77 -3.24  0.048
H: -2.00 -0.65 -4.79  0.477
H: -2.82 -0.31 -3.25  0.325
H: -2.28 3.01 -4.99  0.202
H: -3.50 1.84 -4.46  0.383
H: -2.45 1.47 -5.83  0.526
N: 2.68 0.32 -2.36  -0.080
C: 2.41 -1.01 -2.21  0.172
C: 3.27 -2.01 -2.69  -1.074
C: 2.92 -3.33 -2.50  -0.114
C: 1.73 -3.64 -1.85  -0.996
C: 0.94 -2.59 -1.41  -0.727
N: 1.26 -1.32 -1.60  1.332
H: 3.64 0.60 -2.27  0.417
H: 2.08 0.91 -1.78  -0.624
H: 4.20 -1.73 -3.17  0.394
H: 3.58 -4.12 -2.85  0.411
H: 1.43 -4.67 -1.67  0.416
H: 0.02 -2.73 -0.84  0.281
C: -3.15 0.72 2.49  -2.148
C: -1.83 0.29 3.15  2.793
C: -0.82 1.42 2.85  -1.935
C: -2.05 0.22 4.66  -2.039
P: -1.22 -1.27 2.22  -0.925
N: -0.70 -1.03 0.82  0.493
C: -2.72 -2.49 2.21  2.378
C: -3.59 -2.61 3.47  -1.991
C: -2.20 -3.89 1.86  -1.933
C: -3.59 -2.08 1.02  -1.839
C: 0.12 -2.08 3.34  2.844
C: 0.88 -3.08 2.46  -1.376
C: -0.32 -2.78 4.63  -2.150
C: 1.14 -1.00 3.70  -2.007
H: -3.38 1.75 2.80  0.649
H: -3.99 0.09 2.79  0.356
H: -3.05 0.71 1.41  0.125
H: -1.32 2.39 3.00  0.572
H: -0.47 1.37 1.81  -0.028
H: 0.05 1.40 3.49  0.319
H: -2.46 1.17 5.01  0.550
H: -1.13 0.06 5.21  0.296
H: -2.76 -0.57 4.95  0.216
H: -3.01 -2.90 4.35  0.201
H: -4.35 -3.38 3.30  0.513
H: -4.11 -1.68 3.69  0.321
H: -1.68 -4.37 2.69  0.309
H: -1.53 -3.84 1.00  0.126
H: -3.05 -4.53 1.60  0.647
H: -4.17 -1.17 1.21  0.292
H: -4.30 -2.89 0.79  0.562
H: -2.96 -1.89 0.15  0.132
H: 0.34 -4.01 2.30  0.134
H: 1.84 -3.33 2.94  0.719
H: 1.08 -2.63 1.49  -0.169
H: -0.92 -3.67 4.43  0.293
H: -0.89 -2.13 5.29  0.267
H: 0.57 -3.12 5.18  0.547
H: 1.39 -0.36 2.85  0.127
H: 2.07 -1.48 4.04  0.697
H: 0.80 -0.36 4.52  0.271

Results
- LUMO level (eV) = 4.41
- E_tot (eV) = -83936.584
- charge = -2

[3]
The following is a DFT calculation (ωB97M-V/def2-TZVPD) of 10 unconnected molecules or ions with the total composition C38H64Cl18N3O3PS2.

Each line ends with the Mulliken charge.
Positions of all 129 atoms, in Å:
C: -2.67 3.49 1.93  -0.662
C: -2.64 4.23 0.51  -0.268
C: -1.86 5.63 0.48  -0.423
C: -0.30 5.53 0.13  -0.308
N: 0.22 4.15 -0.10  0.240
C: 0.11 3.71 -1.49  0.850
C: -0.97 4.28 -2.48  -0.283
C: -1.11 3.79 -3.96  0.142
C: -2.20 4.38 -4.99  -0.704
N: -3.39 3.47 -5.08  -0.347
C: -3.16 2.35 -6.05  -0.664
C: -0.18 2.67 -4.50  -0.528
C: 0.92 2.10 -3.53  -0.819
C: 1.06 2.62 -2.05  -0.048
S: 2.43 1.82 -1.07  -0.437
C: 2.27 0.04 -1.62  -0.085
C: 2.46 -1.14 -0.65  0.206
C: 2.86 -0.89 0.89  0.152
C: 3.53 -2.20 1.56  -1.275
C: 2.46 -3.10 2.40  -0.411
C: 1.94 -2.18 3.62  -0.430
C: 0.36 -1.90 3.63  -0.818
C: -0.08 -0.39 3.29  -0.483
C: 0.64 0.74 4.15  -0.282
O: 0.09 0.92 5.49  -0.382
C: 0.88 0.15 6.43  0.288
C: 2.25 -2.57 -1.20  0.515
C: 1.88 -2.79 -2.70  0.529
C: 1.63 -4.30 -3.18  0.204
O: 2.21 -4.61 -4.48  -0.299
C: 3.30 -5.60 -4.34  0.060
C: 4.57 -4.76 -3.80  -0.667
C: 1.72 -1.58 -3.66  0.003
P: 1.24 -1.74 -5.50  0.244
S: -0.72 -2.01 -5.51  -0.430
C: 1.92 -0.12 -3.15  -0.631
N: 1.78 1.03 -4.09  0.466
O: 3.05 1.54 -4.27  -0.497
H: -2.71 2.35 1.71  0.277
H: -3.67 3.73 2.45  0.116
H: -1.75 3.78 2.54  0.028
H: -3.75 4.48 0.25  0.388
H: -2.31 3.47 -0.27  0.221
H: -2.07 6.18 1.48  -0.048
H: -2.34 6.29 -0.33  0.336
H: 0.28 5.94 1.05  0.033
H: 0.04 6.18 -0.75  0.332
H: 1.22 4.13 0.17  0.111
H: -1.72 5.09 -2.16  0.120
H: -2.45 5.44 -4.65  0.327
H: -1.70 4.35 -6.03  0.327
H: -3.53 3.01 -4.17  0.297
H: -2.87 2.70 -7.10  0.262
H: -2.42 1.55 -5.66  0.217
H: -4.17 1.79 -6.17  0.260
H: -0.26 2.27 -5.57  0.313
H: 3.69 -0.09 0.87  0.380
H: 2.00 -0.45 1.49  0.101
H: 4.37 -1.84 2.28  0.477
H: 4.07 -2.87 0.80  0.376
H: 1.64 -3.51 1.73  0.305
H: 3.10 -3.96 2.85  0.209
H: 2.17 -2.77 4.59  0.430
H: 2.60 -1.25 3.65  0.242
H: -0.09 -2.56 2.79  0.376
H: -0.15 -2.28 4.59  0.266
H: -1.21 -0.32 3.54  0.378
H: -0.03 -0.17 2.15  0.295
H: 1.78 0.65 4.23  0.263
H: 0.45 1.74 3.60  0.119
H: 1.29 -0.82 5.98  0.089
H: 0.17 -0.13 7.29  -0.211
H: 1.81 0.74 6.79  0.030
H: 2.35 -3.50 -0.52  -0.898
H: 1.93 -5.04 -2.34  -0.591
H: 0.49 -4.43 -3.30  0.318
H: 3.52 -6.09 -5.37  0.267
H: 2.99 -6.46 -3.64  -0.076
H: 5.56 -5.31 -3.97  0.374
H: 4.45 -4.46 -2.69  0.098
H: 4.56 -3.77 -4.39  0.167
H: 1.45 -0.48 -6.19  0.085
H: 1.93 -2.81 -6.15  0.054
H: 3.22 1.55 -5.25  0.337
C: -2.37 6.63 4.44  -0.038
Cl: -2.39 8.30 3.86  -0.168
Cl: -3.98 5.90 4.34  -0.148
H: -1.68 6.05 3.83  -0.004
H: -2.04 6.62 5.48  0.321
C: -3.40 -1.91 -8.06  -0.097
Cl: -4.62 -2.08 -6.80  -0.102
Cl: -3.97 -0.88 -9.37  -0.175
H: -2.50 -1.47 -7.62  0.031
H: -3.16 -2.89 -8.46  0.326
C: -7.27 -2.85 -4.11  0.094
Cl: -6.31 -2.56 -2.65  -0.148
Cl: -8.88 -2.15 -3.96  -0.159
H: -6.76 -2.40 -4.96  -0.049
H: -7.36 -3.92 -4.26  0.272
C: 2.16 -7.63 -0.49  -0.351
Cl: 1.34 -7.48 -2.05  -0.113
Cl: 2.51 -6.04 0.21  -0.080
H: 1.52 -8.18 0.19  0.374
H: 3.10 -8.16 -0.64  0.238
C: 4.27 1.27 9.32  -0.308
Cl: 4.57 1.76 7.65  -0.144
Cl: 2.96 0.08 9.41  -0.094
H: 5.18 0.82 9.72  0.284
H: 4.00 2.14 9.90  0.264
C: 3.33 6.47 1.12  -0.309
Cl: 3.46 5.83 -0.52  -0.112
Cl: 2.36 5.40 2.14  -0.113
H: 4.33 6.56 1.55  0.324
H: 2.85 7.45 1.09  0.272
C: -6.81 3.91 6.11  0.333
Cl: -8.19 3.81 5.01  -0.150
Cl: -7.25 4.71 7.62  -0.158
H: -6.46 2.91 6.33  0.252
H: -6.02 4.48 5.63  -0.241
C: -2.37 -0.83 9.17  -0.184
Cl: -0.86 -1.71 9.48  -0.154
Cl: -3.77 -1.91 9.31  -0.166
H: -2.46 -0.03 9.91  0.302
H: -2.34 -0.41 8.17  0.184
C: 2.53 -10.83 -4.20  -0.249
Cl: 1.37 -11.64 -3.14  -0.149
Cl: 3.87 -10.14 -3.27  -0.143
H: 2.93 -11.56 -4.91  0.323
H: 2.03 -10.03 -4.74  0.216

Results
- relative energy (zero: lowest compared OMol25 entry of this formula, charge and spin) (kcal per mole) = 264.02
- LUMO level (eV) = -0.03
- E_tot (eV) = -307405.888

[4]
The following is a DFT calculation (ωB97M-V/def2-TZVPD) of 10 unconnected molecules or ions with the total composition C38H64N4O18.

Each line ends with the Mulliken charge.
Positions of all 124 atoms, in Å:
C: -0.52 -3.05 7.41  -1.398
C: 0.35 -3.21 6.14  0.548
C: 0.33 -2.02 5.20  0.635
O: 1.63 -1.53 5.27  -0.137
C: 2.39 -2.24 6.10  0.456
O: 3.51 -1.91 6.53  -0.668
O: 1.69 -3.18 6.56  -0.348
H: -0.37 -3.78 8.15  0.405
H: -1.53 -2.88 7.08  0.267
H: -0.18 -2.14 7.94  0.388
H: 0.06 -4.07 5.50  0.389
H: -0.43 -1.29 5.42  0.004
H: 0.27 -2.28 4.09  -0.574
C: 5.53 0.57 -3.29  -1.460
C: 4.91 0.47 -1.89  0.536
C: 5.14 1.74 -1.08  -0.752
O: 3.90 1.80 -0.37  -0.285
C: 2.96 1.11 -0.92  0.006
O: 1.80 1.06 -0.53  0.091
O: 3.45 0.36 -1.87  -0.136
H: 5.20 1.49 -3.83  0.250
H: 5.32 -0.33 -3.87  0.350
H: 6.61 0.58 -3.15  0.464
H: 5.32 -0.38 -1.34  0.310
H: 5.14 2.63 -1.68  0.451
H: 6.01 1.74 -0.39  0.282
C: 1.09 -1.77 -3.07  -0.635
C: 0.08 -1.47 -1.92  2.067
C: -1.09 -2.46 -1.71  0.112
O: -1.06 -2.88 -0.39  -0.290
C: -0.05 -2.30 0.19  0.521
O: 0.26 -2.44 1.40  -0.638
O: 0.64 -1.54 -0.62  -0.215
H: 0.69 -1.66 -4.09  -0.074
H: 1.55 -2.76 -2.86  0.441
H: 1.91 -1.07 -3.08  -0.291
H: -0.36 -0.49 -2.05  -0.768
H: -1.09 -3.33 -2.31  0.155
H: -2.00 -1.89 -1.88  -0.467
C: 2.72 0.95 3.56  -1.360
C: 3.66 -0.16 3.47  1.233
C: 3.35 -1.11 2.31  0.522
O: 4.49 -0.91 1.46  -0.366
C: 5.37 -0.07 2.05  0.605
O: 6.45 0.15 1.51  -0.672
O: 4.96 0.36 3.21  -0.397
H: 1.71 0.60 3.45  -0.065
H: 2.83 1.73 2.84  0.465
H: 2.74 1.51 4.54  0.345
H: 3.68 -0.75 4.42  -0.222
H: 2.47 -0.91 1.67  -0.379
H: 3.26 -2.11 2.71  0.262
C: -0.19 3.27 4.96  -0.563
O: -0.42 3.23 3.54  -0.316
C: -0.62 2.04 3.04  0.543
O: -0.80 0.85 3.86  -0.440
O: -0.68 2.05 1.76  -0.238
C: -1.13 0.87 1.20  -0.182
H: -1.04 2.78 5.44  0.280
H: -0.17 4.31 5.40  0.285
H: 0.70 2.84 5.31  0.181
H: -0.36 0.10 1.49  0.034
H: -1.04 1.03 0.16  -0.943
H: -2.10 0.58 1.45  1.008
C: -4.14 -4.51 -3.30  -0.642
O: -2.97 -4.06 -4.03  -0.319
C: -2.91 -2.85 -4.49  0.853
O: -3.88 -1.83 -4.18  -0.651
O: -1.83 -2.64 -5.29  -0.334
C: -1.61 -1.33 -5.77  -0.525
H: -4.06 -5.55 -2.92  0.271
H: -5.01 -4.67 -3.92  0.352
H: -4.39 -3.92 -2.47  0.255
H: -1.45 -0.53 -5.03  0.101
H: -2.36 -0.97 -6.43  0.467
H: -0.68 -1.32 -6.42  0.205
C: -5.16 2.41 -2.09  -1.149
C: -5.08 1.24 -1.16  -0.654
C: -3.86 0.37 -1.38  2.015
C: -3.95 -0.82 -0.51  -0.076
N: -3.95 -1.74 0.23  -0.612
H: -5.96 3.12 -1.88  0.394
H: -5.46 1.97 -2.98  0.384
H: -4.17 2.87 -2.13  0.067
H: -5.95 0.58 -1.35  0.347
H: -5.10 1.61 -0.14  0.353
H: -2.97 0.87 -1.11  -1.143
H: -3.80 0.00 -2.43  0.165
C: -3.66 -0.89 4.92  -0.882
C: -3.76 -1.54 3.52  -0.493
C: -2.53 -2.23 3.02  1.883
C: -2.14 -3.44 3.73  -0.236
N: -1.98 -4.44 4.31  -0.714
H: -3.54 -1.67 5.73  0.185
H: -4.63 -0.37 5.11  0.414
H: -2.82 -0.21 4.85  0.080
H: -3.97 -0.87 2.70  0.170
H: -4.60 -2.21 3.67  0.431
H: -1.68 -1.61 2.85  -0.713
H: -2.77 -2.68 2.06  0.075
C: 0.98 4.30 -1.10  -0.375
C: -0.34 4.72 -1.67  -0.760
C: -1.46 3.74 -1.47  0.108
C: -1.40 2.64 -2.45  0.318
N: -1.30 1.81 -3.26  -0.558
H: 1.69 5.13 -1.28  0.357
H: 1.28 3.38 -1.71  -0.275
H: 0.86 3.87 -0.12  0.228
H: -0.12 4.93 -2.72  0.340
H: -0.71 5.67 -1.20  0.364
H: -2.53 4.14 -1.46  0.578
H: -1.45 3.29 -0.42  -0.262
C: 2.71 0.46 -6.01  -1.261
C: 2.64 1.57 -4.99  0.666
C: 1.30 2.27 -5.03  1.266
C: 1.10 3.22 -6.13  0.069
N: 0.88 4.03 -6.92  -0.552
H: 2.11 -0.40 -5.70  0.170
H: 3.73 0.07 -6.11  0.336
H: 2.28 0.74 -6.97  0.400
H: 3.38 2.33 -5.16  0.556
H: 2.72 1.11 -4.02  -0.627
H: 1.09 2.87 -4.13  -0.761
H: 0.45 1.54 -4.96  -0.265

Results
- relative energy (zero: lowest compared OMol25 entry of this formula, charge and spin) (kcal per mole) = 18.93
- LUMO level (eV) = -0.56
- E_tot (eV) = -83254.685